Below is C25H35AsBrI3IrN2O2Si3 as an isolated structure, with properties calculated with ωB97M-V with the def2-TZVPD basis set.

XYZ file:
```
73
Properties=species:S:1:pos:R:3:forces:R:3
Ir 0.5781 0.5699 1.0273 0.02 0.20 0.07
I 0.5180 5.9702 0.3506 0.01 0.04 -0.05
C 0.0205 4.8873 2.0168 -0.04 -0.09 0.07
C -0.3492 5.5021 3.1991 0.01 0.04 -0.02
C -0.6618 4.7687 4.3356 0.01 -0.07 -0.06
I -1.1815 5.8035 6.0352 -0.01 0.03 0.04
C -0.6235 3.3276 4.3231 0.00 0.00 0.04
C -0.8991 2.5110 5.4344 0.00 0.01 -0.03
C -0.8155 1.1479 5.3071 0.00 -0.01 0.03
C -0.4796 0.5966 4.0701 0.02 0.00 -0.03
N -0.2323 1.3450 3.0081 -0.02 0.00 0.02
C -0.2790 2.6839 3.1294 -0.01 -0.01 -0.02
C 0.0820 3.4505 1.9283 0.04 0.00 -0.05
O 0.4415 2.8692 0.8862 -0.03 -0.04 0.05
H -0.3865 6.5820 3.2423 0.00 0.00 0.00
H -1.1646 2.9595 6.3817 0.00 0.00 0.00
H -1.0026 0.4956 6.1478 0.00 0.00 0.00
H -0.4033 -0.4748 3.9343 -0.01 0.01 0.00
Br 2.7379 1.9870 -4.7486 0.02 0.01 -0.01
C 3.8582 0.8225 -3.7685 0.02 0.01 -0.03
C 4.6538 -0.0636 -4.4835 0.00 0.00 0.01
C 5.4751 -0.9536 -3.8115 0.00 0.00 0.02
C 5.5061 -0.9614 -2.4239 0.01 0.02 -0.03
C 4.7180 -0.0742 -1.7100 0.01 0.03 -0.01
C 3.8928 0.8240 -2.3794 -0.02 -0.09 0.00
I 2.6907 2.0785 -1.2354 -0.04 0.08 0.01
H 4.6237 -0.0498 -5.5640 0.00 0.00 0.00
H 6.0934 -1.6383 -4.3761 0.00 0.00 0.00
H 6.1470 -1.6530 -1.8940 0.00 0.00 0.00
H 4.7363 -0.0756 -0.6280 0.00 0.01 0.01
C -1.2810 2.0109 -2.2461 0.04 -0.04 0.01
Si -2.3031 0.5717 -1.6553 -0.06 -0.02 0.02
C -3.6487 1.1372 -0.4883 0.03 0.01 0.00
C -3.0196 -0.4548 -3.0410 0.06 -0.02 0.00
As -0.8661 -0.8349 -0.3753 -0.07 -0.02 -0.16
Si 0.5430 -2.0806 -1.8461 0.03 -0.01 -0.01
C -0.3735 -3.6302 -2.3414 0.00 0.01 0.02
C 0.9050 -0.9889 -3.3099 -0.08 -0.01 -0.02
C 2.0875 -2.4435 -0.8733 -0.04 -0.03 0.06
Si -2.1472 -2.2906 0.9835 0.00 0.00 0.04
C -0.8928 -3.4016 1.8092 0.02 0.02 -0.04
C -3.0407 -1.2135 2.2297 0.01 0.00 -0.02
C -3.3673 -3.2424 -0.0575 0.02 0.00 -0.01
H -1.8936 2.6946 -2.8393 -0.03 -0.02 0.01
H -0.4401 1.6913 -2.8637 0.01 0.00 0.00
H -0.8755 2.5667 -1.3973 0.01 0.01 -0.01
H -4.2895 1.8693 -0.9863 0.01 0.00 -0.01
H -3.2299 1.6087 0.4038 -0.01 0.00 0.00
H -4.2816 0.3075 -0.1699 0.00 0.00 0.00
H -3.7456 0.1293 -3.6118 0.01 0.02 0.01
H -3.5353 -1.3332 -2.6485 -0.01 -0.01 -0.01
H -2.2511 -0.7983 -3.7363 -0.02 0.02 0.02
H -1.3329 -3.3927 -2.8054 0.00 -0.01 0.00
H -0.5548 -4.2836 -1.4856 -0.01 0.00 -0.01
H 0.2150 -4.1959 -3.0682 0.02 0.02 0.00
H 0.0299 -0.8271 -3.9423 0.02 -0.02 0.01
H 1.6874 -1.4359 -3.9294 0.00 -0.01 0.02
H 1.2650 -0.0157 -2.9776 0.02 0.04 0.00
H 1.8689 -3.0016 0.0401 0.00 -0.01 -0.02
H 2.5923 -1.5209 -0.5794 -0.02 -0.02 -0.02
H 2.7781 -3.0377 -1.4777 0.01 0.02 -0.01
H -0.1262 -2.8177 2.3252 -0.01 0.00 0.00
H -0.3860 -4.0353 1.0779 0.00 0.00 0.01
H -1.3704 -4.0575 2.5407 -0.02 0.01 -0.01
H -2.4735 -0.3087 2.4515 0.00 0.00 0.02
H -3.1998 -1.7584 3.1637 0.00 -0.01 -0.01
H -4.0181 -0.9068 1.8551 0.00 0.00 0.00
H -2.8720 -3.8418 -0.8222 -0.02 0.01 0.01
H -4.0681 -2.5667 -0.5519 0.00 0.00 -0.01
H -3.9518 -3.9179 0.5723 0.01 0.00 0.01
O 2.7243 -0.7433 4.0961 0.05 0.03 0.06
C 2.5171 -0.3939 2.9931 -0.09 -0.06 -0.10
N 2.3277 -0.0538 1.8506 0.12 -0.03 0.09
```
Forces are in eV/Å.

Values from the calculation:
HOMO level (alpha / beta) ... -0.383 / -0.397 hartree
Molar mass ... 1207.58 g mol⁻¹
Multiplicity ... 5
Relative energy (zero: lowest compared OMol25 entry of this formula, charge and spin) ... 5.66 kcal per mole
Charge ... +1
Energy ... -215219.5532 eV
Expectation value of S² ... 6.042

Atom charges from the Löwdin analysis, given in e for atoms 1 to 5:
1 Ir 0.88
2 I 1.07
3 C -0.63
4 C -0.21
5 C -0.64

***

Below is C36H28BClCuF4O4S2 as an isolated structure, with properties calculated with ωB97M-V with the def2-TZVPD basis set.

XYZ file:
```
77
Properties=species:S:1:pos:R:3:forces:R:3
Cu 0.4844 -0.5202 0.3132 -0.51 0.89 0.93
C -6.2594 3.4393 -0.3408 0.07 0.04 0.00
C -4.7808 3.1817 -0.4490 -0.02 0.00 -0.02
C -3.8688 4.0793 0.1083 -0.03 0.02 -0.01
C -2.5083 3.8435 0.0375 0.11 0.03 0.00
C -2.0572 2.7089 -0.6254 0.03 -0.04 0.02
C -2.9362 1.8072 -1.1955 0.00 -0.07 -0.03
C -4.2971 2.0498 -1.0989 0.00 -0.01 0.01
S -0.3152 2.4016 -0.6372 0.15 -0.18 -0.30
O -0.1374 0.9101 -0.9381 -0.33 0.08 0.09
C 0.1663 3.0938 -2.2298 0.11 -0.12 0.19
C -0.7427 3.3770 -3.2688 -0.05 0.03 0.01
C -0.2778 3.8987 -4.4389 0.00 0.02 0.01
C 1.1002 4.1737 -4.6162 0.04 0.01 0.00
C 1.5907 4.7558 -5.8120 -0.01 -0.01 0.00
C 2.9217 5.0108 -5.9699 0.00 0.00 -0.01
C 3.8328 4.6981 -4.9360 0.01 -0.02 0.01
C 3.3901 4.1416 -3.7707 0.00 -0.03 0.02
C 2.0118 3.8657 -3.5790 0.02 -0.07 -0.06
C 1.5191 3.2857 -2.3754 -0.04 0.01 0.05
C 2.4413 3.0122 -1.2295 -0.03 -0.17 0.02
C 2.7951 4.1407 -0.4147 0.08 0.00 0.00
C 2.3459 5.4503 -0.7236 -0.02 0.02 0.02
C 2.7291 6.5185 0.0369 -0.01 0.03 -0.01
C 3.5610 6.3400 1.1611 0.00 -0.02 0.03
C 3.9840 5.0878 1.5011 -0.01 0.01 0.01
C 3.6172 3.9651 0.7220 -0.01 0.00 -0.01
C 4.0664 2.6653 1.0574 -0.01 0.07 0.03
C 3.7419 1.6053 0.2782 0.00 -0.02 0.00
C 2.9249 1.7731 -0.8724 -0.05 -0.03 -0.11
S 2.8318 0.1392 -1.6656 -0.01 0.15 0.16
O 2.1795 -0.7453 -0.6096 0.41 -0.07 -0.34
C 1.7848 0.1784 -3.1014 0.02 -0.13 0.07
C 2.2980 0.7566 -4.2516 0.04 0.02 -0.02
C 1.5856 0.6554 -5.4346 0.00 0.04 -0.03
C 0.3836 -0.0465 -5.4865 -0.02 0.00 -0.02
C -0.3652 -0.1958 -6.7839 0.04 0.00 0.07
C -0.0877 -0.6520 -4.3234 0.01 0.00 -0.03
C 0.6141 -0.5631 -3.1333 -0.10 0.03 0.06
H -6.5304 3.7244 0.6765 -0.01 -0.02 -0.01
H -6.8335 2.5571 -0.6178 -0.01 0.00 0.00
H -6.5547 4.2592 -0.9994 -0.01 -0.02 0.00
H -4.2328 4.9595 0.6264 0.01 -0.03 0.00
H -1.8018 4.5254 0.4995 -0.04 -0.05 0.02
H -2.5650 0.9134 -1.6774 -0.01 -0.09 0.05
H -4.9862 1.3262 -1.5176 -0.02 0.03 0.02
H -1.7992 3.1947 -3.1225 0.03 0.00 -0.02
H -0.9641 4.1260 -5.2463 0.01 -0.01 0.02
H 0.8850 5.0002 -6.5974 0.01 -0.02 0.00
H 3.2860 5.4581 -6.8862 -0.01 -0.01 0.02
H 4.8872 4.9043 -5.0713 -0.03 0.00 0.01
H 4.0880 3.9036 -2.9762 -0.01 0.02 -0.03
H 1.6962 5.6070 -1.5740 0.03 0.00 0.00
H 2.3918 7.5136 -0.2260 -0.01 -0.04 0.02
H 3.8538 7.1960 1.7559 -0.01 -0.02 -0.01
H 4.6080 4.9301 2.3731 -0.01 0.01 -0.03
H 4.6780 2.5329 1.9417 -0.01 -0.02 -0.02
H 4.0860 0.6106 0.5360 0.00 0.04 0.01
H 3.2449 1.2826 -4.2306 0.02 0.02 -0.01
H 1.9791 1.1182 -6.3332 -0.02 0.00 0.04
H -0.0997 0.5925 -7.4883 -0.01 -0.01 0.01
H -1.4430 -0.1733 -6.6212 0.02 0.01 0.00
H -0.1233 -1.1548 -7.2479 -0.02 0.02 -0.01
H -1.0201 -1.2046 -4.3410 0.03 -0.02 0.01
H 0.2370 -1.0576 -2.2479 0.02 -0.02 -0.16
F -2.7945 -1.3740 -1.3930 0.07 0.05 0.17
B -2.2832 -1.7098 -0.1375 -0.03 -0.02 -0.06
F -0.8277 -1.9485 -0.3322 0.18 -0.07 -0.03
F -2.8392 -2.8586 0.3648 0.05 0.21 -0.02
F -2.3249 -0.6275 0.7529 -0.01 -0.05 -0.10
Cl -0.0861 2.1265 4.7353 0.06 -0.04 -0.03
C 0.4122 0.5158 4.1786 0.07 -0.10 -0.11
C 0.6177 0.4282 2.6724 -0.09 0.27 -0.07
O 0.5787 1.4283 1.9550 -0.03 -0.17 -0.17
O 0.8099 -0.7622 2.2269 -0.08 -0.29 -0.31
H -0.3547 -0.1958 4.4673 0.00 -0.04 0.01
H 1.3400 0.2569 4.6807 0.03 -0.05 0.03
```
Forces are in eV/Å.

Values from the calculation:
HOMO level (alpha / beta) ... -0.329 / -0.329 hartree
Molar mass ... 774.55 g mol⁻¹
Multiplicity ... 2
Relative energy (zero: lowest compared OMol25 entry of this formula, charge and spin) ... 0.00 kcal per mole
Energy ... -136362.3100 eV
Expectation value of S² ... 0.752

Atom charges from the Löwdin analysis, given in e for atoms 1 to 5:
1 Cu 0.75
2 C -0.05
3 C -0.26
4 C -0.03
5 C -0.06

***

Question: Which of these has the lowest energy?
Answer: C25H35AsBrI3IrN2O2Si3

***

Question: Which of these has the highest multiplicity?
Answer: C25H35AsBrI3IrN2O2Si3